(1)
Entry from the Open Molecules 2025 dataset: C9H12O2 in the gas phase in a non-equilibrium geometry (ωB97M-V with the def2-TZVPD basis set).

The geometry in XYZ format:
```
23
Properties=species:S:1:pos:R:3:forces:R:3
C -0.2684 -0.8286 0.6000 0.12 0.31 -0.27
C 0.7183 -0.4908 1.4151 1.48 0.17 0.96
C 1.7635 0.6145 1.1795 0.22 2.12 1.33
C -0.5435 1.3483 -0.7158 1.07 1.81 -1.60
C -0.4102 2.4501 -1.2670 -1.39 -2.44 2.14
C -0.5704 -0.1433 -0.6656 -2.11 1.40 -2.36
C 1.0429 -1.2501 2.6680 3.63 -0.61 -1.63
C -2.1066 -0.5414 -1.1434 1.27 -0.22 1.02
C 0.4221 -0.7185 -1.6801 0.18 0.51 -3.44
O -0.5288 3.7017 -1.6151 0.66 0.59 -0.53
O 2.7012 0.8520 1.9515 -1.41 -1.27 -1.15
H -0.8246 -1.7600 0.6574 0.03 0.01 0.80
H 1.6257 1.4413 0.4428 -0.34 -1.14 -0.31
H 1.2305 -2.3270 2.4234 -0.26 0.81 0.44
H 0.3640 -1.1372 3.4210 -2.14 0.12 1.84
H 2.0129 -0.7963 3.0625 -1.18 -0.91 -0.42
H -2.6912 -0.5952 -0.2253 -0.01 -0.22 0.18
H -1.9454 -1.5920 -1.5029 -0.89 1.03 -0.26
H -2.7111 0.1987 -1.7489 1.44 -1.05 0.00
H 1.4869 -0.5098 -1.4332 -0.80 -0.35 0.13
H 0.3052 -0.2671 -2.8094 -0.07 -0.93 2.80
H 0.2100 -1.8083 -1.7923 0.55 0.65 0.22
H -1.2829 4.1591 -1.2223 -0.05 -0.40 0.11
```
Forces are in eV/Å.

Results
charge = 0
energy above the lowest of the compared OMol25 structures with the same formula, charge and spin = 109.8 kcal per mole
HOMO = -0.3280 Eh

=====

(2)
Entry from the Open Molecules 2025 dataset: 2 unconnected molecules or ions with the total composition C9H12O2 in a non-equilibrium geometry (ωB97M-V with the def2-TZVPD basis set).

The geometry in XYZ format:
```
23
Properties=species:S:1:pos:R:3:forces:R:3
C 1.8240 -0.2854 0.7211 1.35 -0.77 -0.69
C 1.3051 -1.0351 -0.2613 0.71 -0.11 1.18
C -3.7312 0.3654 0.7080 -0.46 -0.73 -0.31
C 1.1832 0.9055 1.2723 -1.72 1.51 1.33
C -0.4392 0.9555 1.1737 2.93 -1.70 1.59
C 0.0583 -0.5059 -0.8512 -1.55 -0.16 0.15
C -0.8132 0.4992 -0.1700 -0.62 -1.78 -2.29
C 1.9871 -2.3218 -0.7124 -0.02 -0.20 1.49
C -1.5564 1.4618 -1.1446 0.76 1.86 4.60
O -4.1506 -0.4573 0.0565 0.21 0.60 0.47
O -1.2367 -0.9719 -0.3295 1.12 2.14 -0.15
H 2.8734 -0.4523 1.0849 -1.13 -0.24 -0.24
H 0.0618 -0.4172 -1.9396 0.04 -0.22 0.03
H 1.4648 0.9947 2.3405 -0.23 -0.04 -0.41
H 1.5892 1.8119 0.8255 0.10 0.15 -0.25
H -0.7526 0.3425 2.0466 -0.30 -0.06 -1.01
H -0.7867 1.9193 1.3949 -0.41 1.53 0.07
H 1.8022 -2.4917 -1.7574 0.67 0.02 -0.67
H 1.5716 -3.2368 -0.2331 -0.26 0.72 -0.06
H 3.0517 -2.3473 -0.3280 -0.97 0.27 -1.10
H -2.4386 1.9228 -0.6762 -0.16 -0.73 0.11
H -1.8473 0.9309 -1.9482 -0.71 -1.36 -3.13
H -1.0199 2.4133 -1.2724 0.65 -0.70 -0.71
```
Forces are in eV/Å.

Results
charge = 0
energy above the lowest of the compared OMol25 structures with the same formula, charge and spin = 60.1 kcal per mole
HOMO = -0.3300 Eh

=====

(3)
Entry from the Open Molecules 2025 dataset: 2 unconnected molecules or ions with the total composition C9H12O2PS in a non-equilibrium geometry (ωB97M-V with the def2-TZVPD basis set).

The geometry in XYZ format:
```
25
Properties=species:S:1:pos:R:3:forces:R:3
C 4.5227 0.7981 -0.8843 0.12 0.15 -0.10
C 3.1824 1.0498 -1.1441 0.18 -0.01 0.00
C 4.8634 -0.2385 -0.0301 0.05 0.05 -0.08
C 2.1959 0.2777 -0.5636 -0.25 -0.04 -0.07
C 3.8837 -1.0219 0.5505 -0.29 -0.18 0.11
C 2.5317 -0.7795 0.2871 0.27 0.16 -0.07
C -4.6201 -0.9569 0.0596 0.25 0.04 0.08
C -3.6739 1.2980 0.7603 0.22 -0.12 -0.02
C -3.4480 -0.0005 0.0273 0.23 0.01 -0.44
O -0.7023 0.0774 0.5562 1.27 0.67 0.79
O 1.5985 -1.5692 0.8572 -0.06 0.22 -0.07
P -1.7569 -0.7884 -0.0535 -1.36 -1.03 -0.42
S -2.7887 0.2432 -1.6754 -0.23 0.06 -0.27
H 5.2911 1.4066 -1.3421 0.05 0.02 -0.01
H 2.9023 1.8576 -1.8113 -0.01 -0.02 0.04
H 5.9055 -0.4391 0.1850 0.03 -0.02 0.02
H 1.1533 0.4891 -0.7568 -0.07 -0.04 0.08
H 4.1483 -1.8271 1.2209 -0.02 -0.09 0.05
H -4.9254 -1.1360 1.0928 -0.09 -0.05 0.10
H -4.3259 -1.9065 -0.3862 -0.10 -0.08 -0.04
H -5.4703 -0.5575 -0.4976 -0.08 0.01 -0.04
H -3.9546 1.1066 1.7985 -0.04 0.02 0.11
H -4.4720 1.8689 0.2772 -0.02 0.06 0.06
H -2.7583 1.8879 0.7466 -0.01 0.06 0.05
H 0.7177 -1.1398 0.7257 -0.02 0.14 0.13
```
Forces are in eV/Å.

Results
charge = -1
energy above the lowest of the compared OMol25 structures with the same formula, charge and spin = 0.0 kcal per mole
HOMO = -0.1485 Eh